# C2H14O4S

A 5-piece molecular cluster, C2H14O4S overall (ωB97M-V with the def2-TZVPD basis set, OMol25).

Cartesian coordinates (Å):
C1 0.1979 -1.2880 -1.7764
S1 -1.5227 -0.9924 -1.4919
C2 -1.7883 0.7535 -1.2319
H1 0.4730 -2.4047 -1.8646
H2 0.3275 -0.8787 -2.8060
H3 0.7573 -0.8574 -0.9658
H4 -2.5459 1.1479 -1.8796
H5 -0.8238 1.3815 -1.5762
H6 -1.8144 1.0138 -0.1656
H7 0.1939 -0.7325 2.4656
H8 0.2884 -0.5414 4.0097
O1 0.5653 -0.0406 3.1650
H9 2.5950 2.2984 1.6450
H10 1.7321 0.9449 1.8254
O2 2.2538 1.4706 1.1440
H11 -2.3756 -2.4538 1.0757
H12 -1.5453 -1.1608 0.6585
O3 -1.6178 -1.8436 1.3719
H13 2.2943 1.3215 -1.4022
H14 1.0223 1.5897 -0.6662
O4 1.3331 1.2723 -1.5345

The calculation puts the orbital gap (alpha / beta) at 2.31 / 8.57 eV. Its spin multiplicity is 2. As for the net charge: -1. The energy above the lowest of the compared OMol25 structures with the same formula, charge and spin comes out at 141.2 kJ/mol. Its highest occupied orbital energy (alpha / beta) is 0.8717 / -5.4089 eV. The total energy comes out at -21324.372 eV.

Listed below, in e, are the Mulliken charges computed for each atom: C -1.1517; S 0.1985; C -1.6054; H 0.2909; H 0.3073; H 0.2188; H 0.4638; H 0.2449; H 0.4373; H 0.0918; H 0.7528; O -1.2711; H 0.5375; H 0.4321; O -0.9949; H 0.3484; H 0.0997; O -0.5218; H 0.1399; H 0.3728; O -0.3916

***

# C2H9NO

A 2-piece molecular cluster, C2H9NO overall (ωB97M-V with the def2-TZVPD basis set, OMol25).

Cartesian coordinates (Å):
C1 0.4030 -1.3871 0.8550
O1 0.4832 -0.0142 0.5088
C2 1.3997 0.1486 -0.6920
H1 0.3390 -2.0548 -0.0751
H2 1.4486 -1.5828 1.4151
H3 -0.4856 -1.6580 1.5146
H4 1.0225 0.9721 -1.3109
H5 2.3854 0.2755 -0.4305
H6 1.5477 -0.8463 -1.2037
N1 -2.2373 1.4309 -0.0051
H7 -1.2846 1.0573 -0.1095
H8 -2.4137 2.2834 0.4744
H9 -2.6078 1.3753 -0.9411

The calculation puts the orbital gap at 10.29 eV. As for the net charge: 0. The energy above the lowest of the compared OMol25 structures with the same formula, charge and spin comes out at 157.9 kJ/mol. Its structure (SMILES) is COC.N. Its highest occupied orbital energy is -9.2720 eV. The total energy comes out at -5755.887 eV.

Listed below, in e, are the Mulliken charges computed for each atom: C -0.5644; O -0.3765; C -0.6452; H 0.2618; H 0.2263; H 0.2431; H 0.2353; H 0.3387; H 0.2518; N -0.6625; H 0.2988; H 0.1849; H 0.2081

***

# H16O8

A 8-piece molecular cluster, H16O8 overall (ωB97M-V with the def2-TZVPD basis set, OMol25).

Cartesian coordinates (Å):
O1 25.0346 -18.8480 -7.9185
H1 24.7177 -19.6779 -7.6089
H2 25.9844 -18.8956 -7.8118
O2 28.2173 -14.4071 -8.3467
H3 27.4132 -13.8567 -8.3480
H4 28.2237 -14.9563 -9.1607
O3 25.7037 -14.6638 -4.8746
H5 24.8521 -14.5138 -4.4934
H6 26.3464 -14.6130 -4.2055
O4 26.6718 -16.2246 -6.8011
H7 27.2796 -15.5196 -7.0041
H8 26.2544 -15.8377 -6.0148
O5 24.1093 -16.9220 -5.8953
H9 24.7990 -16.9387 -6.5782
H10 23.8829 -16.0360 -5.6487
O6 25.6162 -18.6658 -4.6144
H11 24.9882 -18.0625 -5.0321
H12 25.1522 -19.4857 -4.3147
O7 28.4734 -13.0531 -5.8729
H13 29.2545 -12.5349 -5.5838
H14 28.8499 -13.5806 -6.5306
O8 24.7693 -15.5347 -8.4397
H15 25.4653 -15.7258 -7.8524
H16 24.4202 -14.6786 -8.1222

The calculation puts the orbital gap at 10.53 eV. As for the net charge: 0. The energy above the lowest of the compared OMol25 structures with the same formula, charge and spin comes out at 242.7 kJ/mol. Its structure (SMILES) is O.O.O.O.O.O.O.O. Its highest occupied orbital energy is -10.3209 eV. The total energy comes out at -16639.495 eV.

Listed below, in e, are the Mulliken charges computed for each atom: O -0.5914; H 0.2897; H 0.3095; O -0.6904; H 0.3553; H 0.3025; O -0.5967; H 0.2679; H 0.2787; O -0.7156; H 0.3463; H 0.4271; O -0.7164; H 0.2875; H 0.2592; O -0.6723; H 0.4849; H 0.2948; O -0.5890; H 0.2963; H 0.3108; O -0.6319; H 0.3897; H 0.3034